Entry 1:
Molecular formula: C51H66BrN3O9P
Method: DFT, ωB97M-V/def2-TZVPD

For the highest occupied orbital energy, the calculation gives -11.02 eV. The charge is +1. The spin multiplicity is 1. The orbital gap is 6.2 eV.

The geometry in XYZ format:
```
131
Properties=species:S:1:pos:R:3:forces:R:3:mulliken_charge:R:1
Br 2.44024 -0.99701 -3.02926 0.03 0.09 0.07 0.186
P 1.58731 1.92390 -2.34957 -1.03 -0.35 -0.25 -0.204
O 1.47665 3.41577 -1.79780 0.33 -0.20 0.37 -0.542
O 4.21650 4.22433 -2.27325 -0.25 -0.20 0.28 -0.604
O -2.06440 -5.42418 -0.24640 0.00 0.01 0.00 -0.688
O 1.96425 0.05071 0.97919 -0.04 -0.05 -0.04 0.070
O -9.58890 5.08426 -2.92378 0.00 0.00 -0.01 -0.657
O -4.92307 2.52661 -2.26501 0.00 0.00 -0.03 -0.690
O -6.73068 -2.90110 -1.01819 0.01 0.01 0.01 -0.649
O 2.93547 -4.87572 4.44264 -0.61 0.03 0.10 -0.560
O 2.30494 2.12258 -3.76125 0.34 0.03 0.36 -0.527
N 6.00711 -2.98983 -4.20425 -0.18 0.57 -0.01 -0.679
N 0.20092 1.23021 -2.34527 0.72 -0.11 -0.10 -0.500
N 3.41787 -0.17682 -1.51785 -0.15 -0.67 -0.49 0.185
C 3.94294 2.26708 -0.89747 0.39 -0.21 -0.27 -2.050
C -5.60458 -7.49760 0.58655 -0.03 0.02 0.00 -0.494
C 4.73411 2.91697 -2.05307 0.68 0.13 0.02 -0.221
C -8.53807 4.49528 -2.79724 -0.09 0.04 0.00 0.617
C -5.98301 3.09754 -2.43681 0.08 -0.06 0.01 0.464
C -9.66095 1.13464 -1.54060 0.04 0.00 0.00 -0.558
C 1.34658 -3.54941 3.16217 0.11 0.20 0.30 -1.025
C -7.24425 5.15022 -3.15074 0.04 -0.09 0.02 0.260
C 1.64679 2.48887 6.40962 -0.35 -0.10 0.37 -0.288
C 3.26279 -1.26354 -0.43468 -0.47 -0.39 0.58 -0.553
C 1.93700 1.19879 0.18100 -0.22 -0.17 0.32 -2.745
C -6.83014 -5.52525 -0.04095 -0.06 -0.07 0.02 -0.490
C -4.83741 5.13238 -3.28355 0.06 0.09 -0.04 -0.507
C -8.45155 0.46132 -1.40187 -0.06 -0.01 0.02 -0.361
C -3.12620 -4.87305 -0.45212 0.08 -0.07 0.04 0.716
C 6.21111 3.06408 -1.66741 -0.33 0.27 0.13 -1.869
C 4.70500 0.65198 2.24494 0.26 -0.06 0.10 -0.362
C -1.98142 -2.84516 -1.31415 0.10 0.12 -0.05 -0.767
C 1.25886 -2.18937 2.43046 0.07 -0.56 0.33 0.719
C -7.27722 2.42528 -2.13753 0.01 0.10 -0.03 -0.068
C -6.07368 7.06802 -3.99581 0.03 -0.01 0.01 -0.481
C 1.40434 -2.35145 0.91922 -0.09 0.29 -0.06 -1.932
C 6.03914 -1.56579 -3.79550 -0.38 -1.04 -0.14 -0.468
C 2.38879 -3.56608 4.28420 0.29 -0.12 -0.18 0.074
C -3.21095 -0.92063 -2.07377 0.06 0.00 0.01 -0.626
C -2.00001 -1.56626 -1.84391 0.01 -0.03 0.01 -0.182
C -7.26542 1.11066 -1.69424 -0.09 -0.10 0.05 -0.726
C 1.87428 -1.10576 0.15559 -0.01 0.39 0.24 1.188
C 4.37221 -1.40475 0.62909 0.31 0.08 -0.23 -0.654
C 5.25729 -0.27022 1.15396 -0.06 0.14 0.56 -1.325
C -4.39771 -1.55937 -1.76081 0.08 0.11 -0.06 -0.687
C 2.83051 1.19724 -1.13902 0.12 1.32 0.12 3.522
C -3.17128 -3.48903 -1.00384 -0.09 -0.04 0.02 0.268
C -9.68229 2.44695 -1.98285 -0.06 -0.09 0.02 -0.701
C 5.48389 -1.46266 -2.36761 0.62 0.23 0.03 -1.512
C -4.86086 6.41702 -3.79754 -0.02 0.01 0.00 -0.519
C -7.26195 6.43775 -3.67044 0.03 0.10 -0.04 -0.580
C -6.81286 -6.82917 0.42346 0.03 -0.02 0.01 -0.524
C 4.15959 -0.07751 3.47901 0.16 0.70 0.22 -0.216
C 0.56030 1.65108 7.11419 -0.07 0.29 -0.03 -1.197
C -6.02739 4.49092 -2.96385 -0.09 -0.03 0.02 0.114
C 4.59611 0.58122 4.79781 -0.79 0.00 -0.20 -1.438
C 4.81658 -0.11204 -2.09825 0.15 -0.18 -0.64 0.485
C -4.41124 -6.85837 0.29785 -0.03 -0.08 0.04 -0.541
C -5.68025 -3.49021 -0.87260 -0.10 0.04 0.01 0.696
C -4.38471 -2.83796 -1.22045 0.01 -0.07 0.02 -0.170
C -8.49301 3.09483 -2.29109 0.08 0.02 -0.02 0.470
C -5.63748 -4.88235 -0.34452 0.10 0.02 -0.02 0.084
C -4.42126 -5.54884 -0.16444 -0.03 0.09 -0.04 0.141
C 3.78779 1.86239 5.09732 0.23 0.16 0.20 -0.481
C 3.04609 1.84698 6.44819 -0.23 0.31 -0.38 -0.826
H 7.08019 -1.26103 -3.82441 0.03 0.33 -0.10 0.387
H 3.22744 -2.21700 -0.95135 0.26 0.15 -0.38 0.760
H -1.04621 -3.35957 -1.13793 -0.03 -0.10 -0.01 0.646
H 2.03032 -1.53920 2.83469 -0.04 0.10 -0.12 -0.810
H 6.27739 3.81568 -0.88174 0.05 -0.01 0.12 0.420
H -3.93333 6.91480 -4.04775 0.00 0.01 -0.01 0.393
H 3.87612 -4.83186 4.31469 0.46 -0.05 0.00 0.313
H 5.03273 -3.27631 -4.21664 -0.01 -0.17 0.07 0.239
H 0.43242 -2.62703 0.51549 -0.03 -0.16 -0.06 0.055
H 2.07663 -3.17760 0.68541 0.08 -0.07 0.08 0.646
H 3.63824 2.39584 7.17785 0.13 -0.25 0.21 0.293
H -10.58925 0.63166 -1.30544 -0.01 -0.01 0.00 0.405
H 3.19746 -2.86740 4.05346 -0.01 0.08 -0.02 -0.143
H -8.20973 6.93619 -3.81760 -0.05 -0.05 0.04 0.485
H 1.63075 -4.35002 2.48303 -0.09 -0.07 -0.14 0.343
H 4.69608 2.36297 -2.98652 -0.29 -0.15 0.00 0.782
H 3.07223 -0.01271 3.45988 -0.04 -0.39 -0.04 0.152
H 1.95341 -3.25612 5.23353 -0.05 0.07 0.08 0.326
H -0.10464 2.28276 7.70087 -0.04 0.04 0.02 0.319
H -5.59540 -8.51938 0.94118 0.00 -0.01 0.01 0.405
H 0.29906 -1.73211 2.65539 0.01 0.26 -0.04 0.677
H 5.43584 -0.96470 -4.48056 0.10 0.34 0.01 0.376
H -8.43183 -0.56747 -1.06606 0.01 -0.01 0.00 0.528
H 3.89093 -1.86235 1.49399 -0.17 0.02 0.00 0.434
H 6.10857 -0.76794 1.62351 0.05 -0.14 -0.07 0.590
H 3.05447 2.04165 4.30905 -0.03 -0.12 -0.14 0.104
H 2.00467 2.95911 -4.13606 0.04 0.18 -0.30 0.391
H 4.85984 -2.33192 -2.19009 -0.25 0.06 0.03 0.220
H 4.36131 -0.13564 5.58341 0.35 -0.05 0.18 0.541
H 4.70983 0.40399 -3.04775 -0.12 0.09 0.02 0.551
H -6.09012 8.06960 -4.40406 0.00 0.01 0.00 0.402
H 5.45503 0.50404 -1.49029 -0.20 0.02 0.39 -0.221
H -3.46696 -7.36825 0.42697 0.05 0.06 -0.01 0.472
H 4.45191 2.72695 5.08192 0.01 0.09 -0.11 0.414
H 3.97260 1.35776 1.86320 -0.11 -0.01 -0.04 -0.316
H -10.61785 2.97631 -2.09670 0.02 0.06 -0.03 0.492
H 6.32821 -1.55033 -1.68533 -0.07 -0.19 0.16 0.460
H -3.23014 0.07853 -2.48999 -0.01 0.02 0.04 0.492
H 4.18476 4.38940 -3.21105 0.07 0.22 -0.40 0.436
H 4.66462 1.86705 -0.19385 -0.09 -0.11 0.20 0.077
H 2.26239 2.00851 0.82707 0.19 0.09 -0.11 0.158
H 4.46886 -1.12283 3.49759 0.00 -0.09 -0.17 0.252
H 0.38626 -3.80553 3.60248 -0.14 -0.18 -0.18 0.405
H -3.90036 4.61628 -3.12834 -0.03 -0.07 0.02 0.529
H 2.93897 0.82137 6.79608 0.08 -0.12 0.04 0.395
H -0.04514 0.95090 -3.28861 -0.35 -0.13 0.09 0.243
H 5.55402 1.25846 2.57034 0.04 0.11 -0.06 1.057
H -0.07471 1.13361 6.39758 0.08 -0.23 -0.02 0.269
H -6.32142 0.60347 -1.57890 0.08 0.09 0.03 0.731
H 5.66308 0.79029 4.78377 0.15 -0.17 0.12 0.430
H 1.14792 -0.88494 -0.63228 -0.02 -0.06 -0.15 -0.078
H -7.74312 -7.32930 0.65667 -0.01 -0.01 0.00 0.407
H 0.89727 1.40684 -0.08593 -0.07 -0.17 -0.13 0.896
H 3.47561 3.10111 -0.38284 -0.15 0.01 -0.03 1.238
H 5.04854 -2.17430 0.25887 0.04 0.00 -0.10 0.687
H -1.06997 -1.06423 -2.07800 0.01 0.06 0.01 0.212
H -5.34315 -1.07218 -1.93709 -0.07 -0.08 0.00 0.742
H 1.32310 2.66627 5.38473 0.11 0.04 -0.13 0.296
H 1.66218 3.46317 6.89505 0.17 0.13 -0.10 0.378
H 0.99183 0.92802 7.80175 0.03 -0.11 0.03 0.363
H 5.70691 0.34209 0.37839 0.03 -0.09 -0.22 0.189
H 6.78515 3.43436 -2.51231 0.08 -0.05 -0.08 0.418
H 6.28841 -3.04299 -5.17714 0.25 -0.15 0.02 0.266
H 6.65549 2.14334 -1.29520 0.11 -0.11 -0.06 0.284
H 0.74001 3.42784 -1.17141 -0.28 0.36 -0.11 0.409
H -7.76494 -4.99939 -0.17451 0.02 0.06 -0.04 0.477
```
Positions in Å, forces in eV/Å.

***

Entry 2:
Molecular formula: C51H70CuGeN4P3Te
Method: DFT, ωB97M-V/def2-TZVPD

The calculation puts the energy above the lowest of the compared OMol25 structures with the same formula, charge and spin at 0.0 kcal/mol. For the highest occupied orbital energy, the calculation gives -12.45 eV. The charge is +2. The spin multiplicity is 1. The orbital gap is 6.1 eV.

The geometry in XYZ format:
```
131
Properties=species:S:1:pos:R:3:forces:R:3:mulliken_charge:R:1
Te 0.24402 3.53812 0.36554 -0.21 0.19 -0.15 0.378
Ge -0.29109 -1.80023 -0.40039 0.39 -1.41 0.59 -0.170
Cu 0.25826 0.74940 0.23076 -0.08 0.62 -0.33 -0.359
P 2.34286 0.50258 -0.71907 -0.34 -0.12 0.30 0.280
P -2.01976 -0.24072 -2.39157 0.01 0.10 0.32 0.997
P -1.45003 0.63885 1.75367 0.60 -0.18 -0.05 1.193
N 1.63052 -2.15647 -0.37846 -0.19 0.61 0.57 0.791
N -1.46817 -2.00438 1.14245 -0.01 0.43 -0.75 0.698
N -0.10325 -3.90381 0.08093 0.19 -0.68 -0.20 0.935
N -0.79181 -2.53862 -2.03992 -0.18 0.59 -0.33 0.823
C 0.95513 3.89568 3.33902 -0.06 0.14 0.08 -0.161
C -4.00612 -2.00886 -1.55214 -0.09 -0.05 -0.15 -1.992
C 1.00762 -3.92594 1.03268 -0.50 -0.15 -0.26 0.128
C 3.03313 4.80295 0.43206 -0.01 0.18 -0.14 -0.242
C -2.81039 1.86799 1.82968 -0.01 0.04 -0.32 1.240
C 4.19501 1.36647 -2.69812 0.04 0.07 -0.12 -1.679
C -0.53128 0.64158 3.34994 0.00 -0.27 0.04 2.307
C -0.95869 5.17857 2.59402 0.08 -0.04 0.12 -0.616
C 2.62234 -1.28800 -0.98265 -0.31 -0.21 0.01 -2.121
C 1.96214 -2.96652 0.72322 0.50 0.30 -0.08 0.346
C 1.89111 0.64367 -3.45067 0.13 -0.01 0.05 -1.981
C 0.30257 -0.64946 3.45680 -0.08 0.02 0.07 -1.715
C 4.95842 0.42960 0.42562 0.05 0.11 0.03 -1.816
C 0.06476 4.26873 2.33507 -0.04 -0.04 0.03 0.860
C 3.03286 1.01314 1.92289 0.12 -0.14 -0.05 -1.099
C -1.22683 -1.69961 -3.15256 0.13 -0.38 0.20 -2.812
C -4.40559 -0.90057 -3.77949 -0.13 -0.01 -0.01 -1.556
C 0.81321 4.43368 4.61395 -0.05 0.04 -0.04 -0.597
C 2.52153 6.69131 -1.55659 0.02 -0.04 0.03 -0.710
C -2.31302 -0.94382 1.65100 0.22 -0.11 -0.02 -2.940
C -0.16436 -3.76423 -2.31328 -0.18 0.33 -0.19 0.129
C -1.12721 2.31514 -3.18214 0.10 0.07 -0.13 -1.035
C -2.09476 -3.26783 1.14365 -0.36 0.22 0.45 0.221
C 3.12986 -2.93994 1.48730 -0.02 0.03 0.02 -0.727
C 1.79657 4.84116 -0.21146 0.20 -0.19 0.01 0.835
C 1.15054 -6.20499 -2.63958 -0.01 0.00 -0.04 -0.982
C 4.01180 5.72516 0.07713 -0.06 -0.05 0.00 -0.754
C -1.89009 -5.61053 0.57075 0.18 -0.12 -0.05 -0.076
C 3.59119 1.12030 0.49337 -0.11 -0.15 0.23 1.670
C 1.53201 5.77560 -1.20767 0.15 0.01 0.03 -0.515
C -3.33035 2.17248 0.41671 -0.04 0.02 0.07 -1.228
C 0.71238 -5.48737 -3.74331 -0.01 0.02 -0.06 -0.910
C 2.29707 -4.74900 2.86438 0.06 0.01 0.04 -1.176
C -3.97555 1.44628 2.72809 -0.16 0.01 0.08 -1.696
C -3.85381 -4.82906 1.69250 -0.05 0.07 0.02 -0.923
C 2.71489 1.30867 -2.32561 -0.26 -0.08 -0.17 1.490
C -1.97217 1.12464 -3.64872 0.25 0.03 0.01 0.593
C 3.29359 -3.83829 2.54139 0.00 0.06 -0.07 -1.038
C -3.35201 -3.53069 1.68812 -0.16 0.05 0.15 -0.314
C -0.21082 5.33861 4.88030 0.01 -0.05 -0.05 -0.689
C 0.92006 -5.70437 -1.36374 -0.04 -0.05 0.20 -0.452
C -1.38923 -4.32311 0.60641 0.48 -0.15 -0.33 -0.540
C -3.13301 -5.87325 1.13056 -0.02 0.02 0.03 -1.058
C -3.80361 -0.73726 -2.38282 0.10 -0.19 -0.03 0.536
C -1.36162 0.87512 4.60916 0.07 0.00 0.14 -1.882
C 0.07242 -4.26069 -3.58974 0.00 0.01 -0.24 -0.486
C 3.75520 6.66631 -0.91611 -0.05 -0.04 -0.01 -0.568
C -1.09164 5.71381 3.87116 0.03 -0.03 0.04 -0.663
C 1.13724 -4.79189 2.09745 -0.13 -0.13 -0.01 -0.194
C 0.23871 -4.51321 -1.21837 0.05 0.04 0.60 0.101
C -1.54647 0.64383 -5.03863 -0.05 0.03 -0.13 -1.646
H -5.46680 -1.14429 -3.67629 0.08 0.00 -0.05 0.468
H -1.74942 1.43483 -5.76646 0.06 -0.08 0.04 0.514
H 0.80328 -0.91400 2.51972 -0.02 0.04 0.07 -0.112
H -0.47480 0.42583 -5.07908 -0.14 0.03 0.00 0.243
H -0.31759 5.75742 5.87514 0.02 -0.04 -0.10 0.432
H 1.27081 -6.24240 -0.48807 -0.05 0.05 -0.06 0.551
H 2.35615 2.33312 -2.18498 -0.03 0.08 0.00 0.274
H 1.67714 1.36889 -4.24154 0.06 -0.10 0.10 0.616
H 2.42925 -5.43806 3.69311 -0.04 0.12 -0.13 0.483
H -2.09523 0.07721 4.77141 0.11 0.11 -0.02 0.313
H -0.41018 -1.40810 -3.82272 0.00 -0.07 0.06 1.007
H -3.52573 -6.88395 1.13642 0.03 0.13 -0.03 0.452
H -3.48690 -1.97679 -0.59632 -0.03 0.02 -0.03 0.397
H 0.15216 1.48517 3.24466 0.03 0.07 -0.03 -1.221
H -1.87586 1.83949 4.59205 0.08 -0.10 0.02 0.445
H 1.76583 3.20380 3.13760 -0.08 0.09 0.03 0.114
H -1.63275 2.87399 -2.39895 -0.04 0.05 0.14 0.146
H 4.90935 -0.56672 0.86909 0.05 0.11 -0.03 0.453
H -4.82535 -5.02152 2.13932 0.15 0.05 -0.07 0.449
H -3.92501 1.33343 0.04727 0.01 0.01 -0.02 0.295
H 2.45029 -0.17986 -3.90457 -0.04 0.06 0.07 0.458
H -2.34382 2.76803 2.23501 0.04 0.08 0.08 0.277
H 4.97263 5.71125 0.58035 -0.08 0.02 -0.05 0.451
H 0.87700 -5.88147 -4.74120 -0.02 0.07 0.11 0.408
H -4.33613 0.00435 -4.38626 -0.03 -0.10 0.06 0.398
H 5.67709 1.00583 1.01572 -0.06 -0.07 -0.05 0.507
H 4.51901 7.38645 -1.18828 -0.07 -0.07 0.03 0.421
H 4.28556 1.83712 -3.68130 0.03 -0.04 0.08 0.472
H 5.35787 0.33764 -0.58302 -0.02 0.01 0.06 0.317
H 3.22735 4.08091 1.21855 -0.02 0.08 -0.03 0.309
H 2.60218 -1.42982 -2.06309 0.07 -0.11 -0.12 0.208
H -4.67592 2.28360 2.80026 0.03 -0.10 -0.01 0.455
H 3.62459 -1.52590 -0.64198 0.08 -0.21 0.00 0.883
H 0.35257 -5.50733 2.32230 0.05 0.07 -0.05 0.596
H 4.21510 -3.82268 3.11557 -0.12 0.03 -0.08 0.478
H 2.32069 7.43231 -2.32245 0.02 -0.07 0.06 0.439
H 1.50681 4.14888 5.39763 -0.06 0.04 -0.06 0.473
H -3.64124 -2.89264 -2.08856 -0.03 0.12 0.08 0.303
H 0.56517 5.80396 -1.69802 0.06 0.01 0.04 0.440
H -5.07172 -2.15896 -1.35366 0.11 0.00 -0.05 0.558
H -3.23222 -0.79872 1.07269 -0.05 -0.01 -0.03 0.749
H 4.78340 1.95941 -1.99592 -0.06 -0.05 -0.05 0.359
H -3.67297 1.18289 3.74033 -0.09 0.03 -0.15 0.403
H -1.63920 5.48086 1.80555 0.04 -0.02 0.04 0.460
H 0.93462 0.23979 -3.09590 0.14 0.07 -0.02 0.253
H -1.87959 6.43130 4.07354 0.07 -0.07 -0.01 0.463
H -0.32533 -1.50176 3.73566 0.06 0.09 -0.04 0.264
H -0.24380 -3.69713 -4.46356 0.07 -0.13 0.13 0.489
H -0.95176 3.00644 -4.01660 -0.05 -0.12 0.14 0.562
H 1.66188 -7.15176 -2.76647 -0.03 0.10 0.01 0.474
H -3.00625 1.46422 -3.70099 -0.09 0.01 -0.03 0.824
H 3.71501 1.49317 2.63418 -0.07 -0.08 -0.09 0.728
H -2.61015 -1.18245 2.67389 -0.10 -0.12 0.09 1.175
H -2.52485 2.35872 -0.29301 0.02 0.02 -0.03 0.046
H 2.93230 -0.04099 2.21938 0.03 0.23 -0.06 0.190
H 3.92518 -2.23923 1.26505 -0.09 -0.09 0.04 0.288
H -2.09132 -0.24851 -5.35942 0.07 0.12 0.02 0.316
H -4.30953 0.09180 -1.89043 -0.09 0.17 0.12 0.280
H -1.31398 -6.40917 0.11482 -0.02 0.10 0.02 0.563
H 3.69994 2.17467 0.22508 0.01 0.04 -0.01 -0.144
H 2.05164 1.48864 2.01523 0.10 -0.06 -0.03 -0.325
H -3.97675 3.05517 0.43246 0.04 -0.12 0.04 0.495
H 4.63011 0.36563 -2.77331 -0.02 0.07 0.00 0.355
H -4.52345 0.60084 2.29643 0.08 0.14 0.06 0.291
H -1.96812 -2.23801 -3.74746 0.06 -0.07 -0.08 0.987
H -0.15120 2.00218 -2.79964 -0.13 0.08 -0.04 -0.110
H 1.07147 -0.53012 4.22692 -0.12 -0.01 -0.06 0.646
H -3.93696 -1.72205 -4.32848 -0.06 0.05 0.04 0.312
H -3.93892 -2.73178 2.12858 0.01 -0.18 -0.07 0.526
H -0.68894 0.88024 5.47211 -0.08 -0.02 -0.05 0.477
```
Positions in Å, forces in eV/Å.

***

Max |F| per entry: 0.02581 0.03074 Eh/bohr